1.
C29H56Br15Cl4O3P as an isolated structure in a non-equilibrium geometry. Source: the Open Molecules 2025 dataset; level of theory: ωB97M-V/def2-TZVPD.

Geometry as ORCA input:
```
! wB97M-V def2-TZVPD RIJCOSX def2/J DEFGRID3
* xyz 0 1
C 3.544 5.260 -2.723
C 3.100 4.532 -1.439
C 3.583 3.091 -1.347
C 2.730 2.138 -2.251
P 3.500 0.469 -2.542
C 2.303 -0.363 -3.620
C 2.846 -1.610 -4.394
C 1.862 -2.027 -5.528
C 1.083 -0.952 -6.355
C 5.109 0.759 -3.440
C 5.056 1.669 -4.695
C 6.483 1.908 -5.274
C 6.608 2.242 -6.820
C 3.862 -0.462 -1.001
C 5.001 0.024 -0.044
C 5.561 -1.010 0.933
C 4.557 -1.516 1.905
H 2.993 4.780 -3.532
H 4.594 5.122 -2.983
H 3.248 6.308 -2.683
H 2.012 4.474 -1.425
H 3.399 5.090 -0.552
H 3.362 2.748 -0.336
H 4.635 3.132 -1.629
H 2.579 2.419 -3.293
H 1.744 1.956 -1.823
H 2.031 0.436 -4.309
H 1.422 -0.594 -3.021
H 3.128 -2.368 -3.663
H 3.794 -1.356 -4.869
H 1.104 -2.719 -5.161
H 2.515 -2.557 -6.221
H 0.678 -1.424 -7.251
H 1.727 -0.109 -6.606
H 0.300 -0.547 -5.715
H 5.511 -0.207 -3.745
H 5.830 1.169 -2.733
H 4.667 2.640 -4.387
H 4.487 1.296 -5.546
H 7.081 1.022 -5.061
H 6.968 2.764 -4.805
H 7.671 2.279 -7.061
H 6.164 3.222 -6.990
H 6.186 1.497 -7.495
H 4.094 -1.497 -1.254
H 2.968 -0.454 -0.379
H 4.584 0.869 0.502
H 5.866 0.432 -0.568
H 6.359 -0.499 1.471
H 5.924 -1.916 0.448
H 4.970 -2.102 2.726
H 3.677 -1.949 1.429
H 4.258 -0.570 2.356
C -3.248 -1.932 2.560
C -2.020 -1.102 2.268
O -1.740 -0.868 0.907
H -4.147 -1.351 2.355
H -3.346 -2.284 3.587
H -3.435 -2.811 1.944
H -1.187 -1.503 2.845
H -2.167 -0.186 2.841
O -7.523 2.957 6.327
C -6.820 3.438 5.446
O -7.162 4.542 4.715
C -6.194 4.750 3.722
C -5.414 3.429 3.576
C -5.473 2.920 5.008
H -5.499 5.575 3.880
H -6.706 4.915 2.774
H -4.426 3.614 3.155
H -5.783 2.674 2.882
H -4.775 3.569 5.536
H -5.297 1.851 5.127
C -3.862 2.604 -2.197
Cl -3.071 2.079 -3.716
Cl -5.307 3.656 -2.479
H -4.249 1.796 -1.577
H -3.183 3.160 -1.551
C -0.541 -5.538 -0.868
Cl 1.140 -5.978 -0.463
Cl -1.217 -6.815 -1.859
H -0.970 -5.431 0.128
H -0.547 -4.669 -1.527
C -10.088 -2.384 2.247
Br -8.641 -3.433 3.168
Br -9.628 -0.431 2.010
Br -11.888 -2.594 3.057
H -10.137 -2.711 1.209
C 0.012 3.646 6.428
Br -0.317 4.904 4.921
Br -0.773 4.340 8.080
Br 1.886 3.243 6.582
H -0.429 2.693 6.136
C -1.210 -7.959 4.467
Br 0.262 -6.915 5.100
Br -2.942 -7.059 4.600
Br -1.171 -9.718 5.397
H -1.026 -8.059 3.397
C -2.198 -3.319 8.546
Br -3.717 -2.272 9.190
Br -1.832 -4.887 9.707
Br -0.436 -2.311 8.412
H -2.506 -3.527 7.522
C -5.567 -2.974 -2.006
Br -6.291 -4.735 -1.291
Br -7.119 -1.716 -2.349
Br -4.606 -3.335 -3.655
H -4.786 -2.490 -1.420
*
```

Output
E, Eh: -42156.3358
HOMO-LUMO gap, eV: 4.44

Löwdin population analysis, charges in e, atoms 1 to 2:
1 C -0.0951
2 C -0.2626

***

2.
A 3-piece molecular cluster, C29H56Br2FN4O7P2 overall in a non-equilibrium geometry. Source: the Open Molecules 2025 dataset; level of theory: ωB97M-V/def2-TZVPD.

Geometry as ORCA input:
```
! wB97M-V def2-TZVPD RIJCOSX def2/J DEFGRID3
* xyz 1 1
C 5.738 0.575 -2.879
C 6.183 0.581 -1.400
C 5.611 -0.617 -0.607
N 4.952 -0.249 0.648
C 3.550 0.007 0.590
C 2.626 -0.932 -0.184
Br 1.291 -0.162 -1.331
C 2.659 -2.258 -0.166
C 1.727 -3.124 -0.952
Br 3.945 -3.223 0.847
C 3.425 1.459 0.072
O 3.457 1.839 -1.170
N 3.307 2.333 1.018
O 3.222 3.638 0.643
C 4.507 4.333 0.648
C 4.420 5.687 1.333
C 5.737 6.033 2.053
O 4.152 6.695 0.358
C 3.275 1.794 2.376
C 2.457 2.495 3.478
C 1.539 3.618 3.048
N 1.894 4.819 3.182
P 5.029 1.927 3.118
O 5.357 3.334 3.408
C 2.924 0.303 2.034
P 3.378 -0.843 3.459
O 2.967 -0.257 4.744
C 1.391 0.074 1.992
O 0.915 -0.990 2.307
N 0.515 1.175 1.599
C -0.610 1.254 2.445
O -1.734 1.458 2.041
F -0.346 1.138 3.738
H 6.596 0.511 -3.531
H 5.153 1.452 -3.114
H 5.111 -0.281 -3.113
H 7.261 0.506 -1.420
H 5.927 1.520 -0.924
H 6.473 -1.210 -0.326
H 5.021 -1.251 -1.264
H 5.202 -0.884 1.385
H 0.701 -2.830 -0.785
H 1.813 -4.131 -0.563
H 1.978 -3.100 -2.002
H 2.608 2.227 -1.432
H 5.323 3.741 1.040
H 4.742 4.530 -0.395
H 3.591 5.746 2.022
H 5.555 6.101 3.117
H 6.105 6.988 1.708
H 6.511 5.296 1.863
H 4.817 6.652 -0.331
H 1.848 1.755 3.984
H 3.095 2.913 4.246
H 0.554 3.398 2.660
H 1.139 5.418 2.856
H 5.061 1.171 4.306
H 5.971 1.407 2.214
H 4.789 -0.972 3.418
H 2.834 -2.111 3.252
H 0.103 0.995 0.688
C -2.681 -0.991 -0.795
C -2.323 -2.119 -1.760
C -1.862 -1.623 -3.131
C -2.903 -0.829 -3.921
C -4.212 -1.570 -4.186
C -4.036 -2.827 -5.033
H -3.513 -0.392 -1.166
H -2.975 -1.398 0.172
H -1.824 -0.328 -0.637
H -3.176 -2.794 -1.868
H -1.518 -2.715 -1.318
H -1.530 -2.479 -3.725
H -0.976 -0.990 -2.997
H -2.461 -0.536 -4.878
H -3.124 0.107 -3.398
H -4.893 -0.891 -4.705
H -4.701 -1.828 -3.244
H -3.590 -2.585 -5.999
H -5.000 -3.301 -5.218
H -3.400 -3.563 -4.537
C -8.572 -5.082 -0.106
C -8.625 -3.852 0.796
C -8.886 -2.553 0.036
C -7.814 -2.175 -0.987
C -6.403 -2.034 -0.418
C -6.280 -0.922 0.621
H -7.758 -5.017 -0.830
H -8.411 -5.984 0.486
H -9.508 -5.202 -0.654
H -7.696 -3.776 1.369
H -9.424 -3.989 1.529
H -9.008 -1.739 0.756
H -9.845 -2.634 -0.486
H -8.101 -1.231 -1.459
H -7.797 -2.916 -1.791
H -5.718 -1.816 -1.243
H -6.068 -2.981 0.015
H -6.567 0.041 0.194
H -5.250 -0.843 0.973
H -6.910 -1.112 1.491
*
```

Output
E, Eh: -7814.5198
HOMO-LUMO gap, eV: 8.20

Löwdin population analysis, charges in e, atoms 1 to 2:
1 C -0.0823
2 C -0.1992

***

Among the records above, which one has the lowest E?
C29H56Br15Cl4O3P

***

HOMO-LUMO gap of number 1 (C29H56Br15Cl4O3P)?
4.44 eV

***

Among the records above, which one has the lowest HOMO-LUMO gap?
C29H56Br15Cl4O3P

***

The highest HOMO-LUMO gap belongs to which entry?
C29H56Br2FN4O7P2